The following is a quantum chemistry calculation of C34H57InN3O2Si as an isolated structure in a non-equilibrium geometry, from the OMol25 dataset.

Properties
* E_LUMO (alpha / beta): -0.134 / -0.138 hartree
* frontier orbital gap (alpha / beta): 6.692 / 5.659 eV
* DFT total energy: -57787.771 eV
* 2S+1: 1
* E_HOMO (alpha / beta): -10.337 / -9.401 eV
* net charge: +1

The geometry in XYZ format:
```
98
Properties=species:S:1:pos:R:3:forces:R:3:lowdin_charge:R:1
O -1.001 1.621 2.764 1.190 -0.338 0.525 -0.261
O -2.291 2.611 0.928 -1.457 3.309 0.242 -0.146
C -1.197 0.932 4.008 0.190 -0.018 -0.066 -0.239
C -0.461 -0.405 4.118 0.245 0.148 0.149 -0.058
H -2.282 0.772 4.075 0.252 0.112 0.004 0.105
H -0.915 1.598 4.829 0.045 -0.069 0.101 0.121
H -0.802 -1.105 3.333 0.257 0.258 0.326 0.076
H -0.646 -0.859 5.111 -0.028 0.210 -0.516 0.094
H 0.633 -0.241 4.047 -0.615 -0.337 -0.044 0.063
C 0.374 1.954 2.398 -0.339 -0.781 0.103 -0.230
C 0.761 3.301 2.949 -0.013 -0.015 0.313 -0.060
H 0.410 1.960 1.292 -0.179 -0.035 0.445 0.097
H 1.087 1.158 2.722 -0.544 0.537 -0.213 0.117
H -0.020 4.033 2.717 0.244 -0.041 0.103 0.059
H 1.702 3.627 2.508 0.063 0.075 0.028 0.087
H 0.893 3.239 4.036 -0.058 0.188 -0.192 0.088
C -2.152 3.598 -0.148 -0.673 -0.745 -0.360 -0.152
C -3.364 2.938 1.861 -0.439 0.092 0.260 -0.170
C -0.733 3.953 -0.367 0.548 0.117 0.063 -0.038
H -2.756 4.449 0.144 0.058 0.061 0.150 0.125
H -2.642 3.159 -1.020 0.193 -0.028 -0.062 0.118
H -0.280 4.364 0.527 0.038 0.058 0.221 0.080
H -0.668 4.716 -1.129 -0.017 0.207 -0.336 0.102
H -0.146 3.103 -0.691 0.049 -0.151 -0.042 0.045
C -2.959 4.087 2.750 0.168 -0.280 0.377 -0.036
H -3.603 2.047 2.442 0.203 -0.076 -0.279 0.124
H -4.235 3.217 1.250 0.211 -0.283 0.114 0.129
H -2.072 3.789 3.323 -0.250 0.292 -0.167 0.072
H -3.762 4.328 3.456 0.077 -0.084 -0.214 0.101
H -2.765 4.970 2.145 0.148 0.168 0.179 0.082
H -1.809 1.709 0.957 0.132 -1.646 -0.537 0.045
N 2.382 -2.235 -0.392 -0.089 -0.286 -0.371 -0.011
C 3.055 -3.165 -1.362 0.696 -0.089 1.257 -0.498
C 3.319 -2.492 -2.652 0.054 -0.009 -0.042 0.095
C 2.441 -1.634 -3.339 -1.296 1.195 -0.685 -0.310
C 4.246 -3.888 -0.767 -0.502 -0.339 -0.272 0.016
H 3.917 -4.470 0.105 0.182 0.235 -0.240 0.093
H 5.014 -3.178 -0.476 0.202 0.030 0.038 0.087
H 4.627 -4.578 -1.523 0.155 -0.009 0.131 0.095
C 2.840 -1.227 -4.736 0.451 0.084 -0.508 -0.006
H 2.834 -0.132 -4.886 -0.062 -0.435 0.243 0.095
H 2.181 -1.651 -5.512 0.165 0.050 0.394 0.094
H 3.860 -1.595 -4.910 -0.307 0.214 -0.250 0.081
N 1.325 -1.171 -2.816 1.275 -1.439 0.817 0.124
C 2.906 -1.884 0.863 -0.545 0.382 0.221 -0.173
C 2.496 -2.518 2.051 0.458 0.751 0.396 -0.197
C 1.588 -3.703 2.100 -0.288 -0.664 0.376 -0.048
C 2.965 -1.988 3.267 0.299 0.221 -0.636 -0.054
H 2.674 -2.463 4.204 0.086 0.132 -0.207 0.113
C 3.823 -0.888 3.263 0.213 0.273 0.828 -0.082
H 4.218 -0.500 4.233 -0.407 -0.317 -0.954 0.118
C 4.197 -0.274 2.066 0.179 -0.214 0.034 -0.047
H 4.856 0.588 2.058 -0.036 -0.027 0.172 0.111
C 3.755 -0.768 0.845 -0.429 -0.391 0.750 -0.209
C 4.072 -0.129 -0.463 0.467 0.543 -0.099 -0.025
C 0.290 -0.450 -3.351 -1.660 1.202 -0.344 -0.236
C -0.806 -1.108 -3.983 0.561 0.277 0.469 -0.246
C -0.727 -2.562 -4.307 0.117 -0.691 -0.426 -0.041
C -1.996 -0.422 -4.179 -0.274 1.050 0.060 -0.047
H -2.838 -0.939 -4.660 0.376 0.237 0.240 0.126
C -2.132 0.922 -3.784 0.233 -0.350 0.092 -0.079
H -3.079 1.441 -3.918 0.187 -0.112 -0.110 0.104
C -1.057 1.587 -3.176 -0.296 -0.389 -0.424 -0.061
H -1.156 2.638 -2.876 0.081 -0.440 -0.161 0.106
C 0.142 0.916 -2.955 0.285 -0.697 -0.266 -0.224
C 1.285 1.552 -2.219 0.271 0.303 0.007 -0.046
In -0.658 -2.003 -0.670 -0.180 0.498 -0.352 1.090
H 0.570 -3.493 1.743 0.289 -0.119 0.029 0.050
H 1.488 -4.029 3.143 0.011 0.078 -0.214 0.086
H 1.981 -4.568 1.545 -0.215 0.323 -0.019 0.089
H 3.178 -0.059 -1.093 0.264 -0.080 0.173 0.046
H 4.837 -0.698 -1.016 -0.220 0.174 0.083 0.093
H 4.471 0.878 -0.279 -0.034 -0.231 -0.209 0.091
H -1.333 -2.796 -5.201 0.247 0.078 0.415 0.097
H -1.114 -3.188 -3.478 0.203 0.199 -0.309 0.073
H 0.308 -2.879 -4.504 -0.405 -0.014 0.100 0.078
H 2.263 1.226 -2.604 -0.355 0.126 0.104 0.079
H 1.255 1.280 -1.150 0.086 0.030 -0.194 0.076
H 1.244 2.646 -2.297 0.027 -0.262 0.023 0.085
H 4.256 -2.715 -3.150 -0.093 -0.092 0.027 0.124
C -1.555 0.273 0.327 0.804 -2.185 -0.861 -0.269
Si -3.284 -0.498 0.172 0.220 0.354 -0.383 0.397
H -1.044 0.651 -0.574 -0.227 0.062 0.018 -0.014
H -0.806 -0.044 1.072 -0.369 0.155 0.020 -0.017
C -3.868 -0.902 1.913 -0.013 -0.205 0.106 -0.157
C -3.673 -2.053 -0.884 0.111 -0.084 0.165 -0.263
C -4.325 0.774 -0.748 -0.197 0.068 0.443 -0.155
H -5.176 0.249 -1.185 -0.086 0.129 -0.025 0.040
H -3.768 1.236 -1.566 0.034 -0.059 0.049 0.010
H -4.716 1.559 -0.089 0.037 -0.093 -0.210 0.022
H -3.842 -1.995 2.071 -0.074 0.416 0.007 0.045
H -4.906 -0.571 2.017 0.028 -0.143 0.108 0.042
H -3.278 -0.434 2.714 -0.145 -0.106 -0.331 0.005
H -3.184 -2.978 -0.531 -0.316 0.209 -0.120 -0.006
H -3.440 -1.934 -1.957 -0.005 0.057 0.374 0.021
H -4.762 -2.212 -0.809 0.232 0.015 0.023 0.048
N 1.804 -3.950 -1.423 -1.507 0.948 -0.162 0.150
C 1.259 -3.030 -0.654 1.342 -1.432 -0.084 -0.416
```
Positions in Å, forces in eV/Å.